140
Properties=species:S:1:pos:R:3:lowdin_spin:R:1 method="wB97M-V/def2-TZVPD" charge=-1 lumo_energy_ha="0.0507 / 0.0506" multiplicity=3 s_squared=2.01
C 6.3495 -1.7508 0.3595 0.00
C 5.2080 -2.0496 0.1479 0.00
C 3.7742 -2.1124 -0.2591 0.00
P 2.5167 -1.5939 1.1144 0.00
C 3.5095 -0.1262 1.8095 0.00
C 3.9017 0.9624 0.7648 0.00
C 2.9375 2.1925 0.7861 0.00
C 3.4536 3.3691 -0.0944 0.00
C 2.5108 3.8421 -1.2191 0.00
F 2.4421 5.2305 -1.0808 0.00
F 1.2216 3.4586 -1.0532 0.00
C 3.0157 3.6526 -2.6845 0.00
F 2.0924 4.2171 -3.4962 0.00
F 4.1207 4.4124 -2.8314 0.00
S 3.3301 1.9081 -3.2763 0.00
F 4.7589 1.8446 -2.5720 0.00
F 2.5762 1.2340 -2.0626 0.00
F 1.9595 1.9227 -4.1249 0.00
F 4.0530 2.5331 -4.5936 0.00
F 3.6173 0.4527 -3.8718 0.00
P 3.5949 -3.1101 2.4317 0.00
O 2.6260 -3.6543 3.4674 0.00
O 1.4800 -2.9686 0.7498 0.00
C 0.2350 -2.4604 0.2764 0.00
C -0.6337 -3.6135 -0.2446 0.00
C -2.1271 -3.2579 -0.4436 0.00
C -2.9045 -2.9801 0.8741 0.00
S -2.7769 -1.2299 1.4177 0.00
C -4.4526 -0.5940 1.6273 0.00
S -5.4061 -1.2404 2.7894 0.00
N -5.0257 0.4515 0.8154 0.00
C -5.5742 -0.0325 -0.4216 0.00
C -6.8238 0.4462 -0.8572 0.00
C -7.3875 -0.0057 -2.0557 0.00
C -6.7392 -0.9554 -2.8618 0.00
C -5.5033 -1.4471 -2.4310 0.00
C -4.9412 -0.9693 -1.2452 0.00
C -4.1544 1.5763 0.6618 0.00
C -4.2419 2.4221 -0.4646 0.00
C -3.4125 3.5413 -0.5904 0.00
C -2.4452 3.8693 0.3693 0.00
C -2.3629 3.0431 1.4944 0.00
C -3.1945 1.9341 1.6257 0.00
C 0.6646 -1.3545 -0.7471 0.00
B -0.4373 -0.3093 -1.2497 0.00
O -0.9912 -0.3756 -2.5286 0.00
O -0.8952 0.6946 -0.4245 0.00
O 1.6688 -0.6100 -0.0381 0.00
H 7.4117 -1.6217 0.4557 0.00
H 3.5453 -3.1407 -0.5863 0.00
H 3.5920 -1.4710 -1.1444 0.00
H 1.5980 -1.3886 2.2027 0.00
H 4.4298 -0.4168 2.3413 0.00
H 2.8674 0.3754 2.5604 0.00
H 4.0573 0.5790 -0.2552 0.00
H 4.8930 1.3675 1.0772 0.00
H 1.9446 1.8034 0.5216 0.00
H 2.9314 2.5202 1.8410 0.00
H 3.6393 4.2197 0.5826 0.00
H 4.4590 3.0840 -0.4559 0.00
H 3.9195 -4.2299 1.5989 0.00
H 4.7510 -2.5720 3.0694 0.00
H -0.1922 -2.0114 1.2016 0.00
H -0.2229 -3.9088 -1.2331 0.00
H -0.5226 -4.4970 0.4078 0.00
H -2.6068 -4.1492 -0.8994 0.00
H -2.2086 -2.4453 -1.1868 0.00
H -3.9701 -3.2193 0.7310 0.00
H -2.4800 -3.6199 1.6673 0.00
H -7.3996 1.1812 -0.2854 0.00
H -8.3474 0.3745 -2.4149 0.00
H -7.1556 -1.3394 -3.7953 0.00
H -4.9406 -2.1934 -2.9979 0.00
H -3.9602 -1.3468 -0.9514 0.00
H -4.9643 2.2738 -1.2694 0.00
H -3.5031 4.2006 -1.4595 0.00
H -1.7973 4.7348 0.2175 0.00
H -1.6295 3.2453 2.2792 0.00
H -3.0858 1.3071 2.5182 0.00
H 1.2163 -1.7637 -1.6274 0.00
H -0.3969 -0.9546 -3.0273 0.00
H -0.1614 1.1295 0.0308 0.00
C -4.4863 -10.3648 -0.6946 0.00
C -4.2405 -8.8520 -0.8600 0.03
C -5.3037 -8.2498 -1.7873 0.01
C -5.0854 -8.5967 -3.2555 0.00
C -3.6797 -8.1917 -3.6885 0.01
C -2.5805 -8.7883 -2.8006 0.03
N -2.8498 -8.6013 -1.3420 0.34
O -2.5395 -7.3684 -1.0352 0.57
C -2.4221 -10.2904 -3.1296 0.00
C -1.2371 -8.1756 -3.2144 0.00
C -4.4704 -8.2980 0.5518 0.00
H -5.5114 -10.5453 -0.3650 0.00
H -4.3635 -10.9438 -1.6055 0.00
H -3.8195 -10.7868 0.0599 0.00
H -5.3066 -7.1593 -1.6852 0.00
H -6.2973 -8.5844 -1.4789 0.00
H -5.2545 -9.6641 -3.4264 0.00
H -5.8213 -8.0702 -3.8685 0.00
H -3.5194 -8.4918 -4.7274 0.00
H -3.6137 -7.0985 -3.6729 0.00
H -1.8519 -10.8059 -2.3548 0.00
H -1.8836 -10.4255 -4.0687 0.00
H -3.3706 -10.8071 -3.2692 0.00
H -1.2358 -7.0882 -3.1469 0.00
H -1.0123 -8.4217 -4.2532 0.00
H -0.4220 -8.5588 -2.5970 0.00
H -3.7111 -8.6608 1.2469 0.00
H -5.4441 -8.6204 0.9262 0.00
H -4.4686 -7.2091 0.5795 0.00
C 4.9514 7.6164 1.2650 0.00
C 3.5742 8.1108 1.7501 0.03
C 3.4254 9.6087 1.4562 0.01
C 4.2390 10.4889 2.3988 0.00
C 3.8885 10.1721 3.8498 0.01
C 4.0427 8.6855 4.1955 0.03
N 3.3862 7.7889 3.1963 0.34
O 2.1005 7.7927 3.4417 0.57
C 5.5459 8.3459 4.3162 0.00
C 3.4980 8.4572 5.6104 0.00
C 2.5906 7.3478 0.8548 0.00
H 5.0947 7.8749 0.2142 0.00
H 5.7974 8.0483 1.7927 0.00
H 5.0268 6.5304 1.3490 0.00
H 2.3717 9.8968 1.5351 0.00
H 3.7180 9.8148 0.4238 0.00
H 5.3098 10.3564 2.2180 0.00
H 4.0237 11.5407 2.1935 0.00
H 4.5150 10.7733 4.5141 0.00
H 2.8562 10.4887 4.0343 0.00
H 5.7094 7.2671 4.2967 0.00
H 5.9511 8.7155 5.2594 0.00
H 6.1589 8.8074 3.5436 0.00
H 2.4589 8.7684 5.7127 0.00
H 4.0687 9.0402 6.3348 0.00
H 3.5716 7.4059 5.8962 0.00
H 2.6242 6.2787 1.0562 0.00
H 2.8441 7.4932 -0.1955 0.00
H 1.5621 7.6871 0.9764 0.00